Entry 1:
{
  "formula": "C40H80O20",
  "method": "wB97M-V/def2-TZVPD",
  "symbols": ["C", "C", "O", "C", "O", "O", "C", "H", "H", "H", "H", "H", "H", "H", "H", "C", "C", "O", "C", "O", "O", "C", "H", "H", "H", "H", "H", "H", "H", "H", "C", "C", "O", "C", "O", "O", "C", "H", "H", "H", "H", "H", "H", "H", "H", "C", "C", "O", "C", "O", "O", "C", "H", "H", "H", "H", "H", "H", "H", "H", "C", "C", "O", "C", "O", "O", "C", "H", "H", "H", "H", "H", "H", "H", "H", "C", "C", "C", "O", "C", "H", "H", "H", "H", "H", "H", "H", "H", "C", "C", "C", "O", "C", "H", "H", "H", "H", "H", "H", "H", "H", "C", "C", "C", "O", "C", "H", "H", "H", "H", "H", "H", "H", "H", "C", "C", "C", "O", "C", "H", "H", "H", "H", "H", "H", "H", "H", "C", "C", "C", "O", "C", "H", "H", "H", "H", "H", "H", "H", "H"],
  "positions_angstrom": [[-3.442, -0.771, 7.841], [-3.986, -0.280, 9.141], [-3.812, 1.175, 9.060], [-4.531, 1.974, 8.209], [-5.550, 1.629, 7.578], [-3.827, 3.109, 8.080], [-4.096, 3.827, 6.927], [-2.447, -0.402, 7.594], [-4.137, -0.576, 7.024], [-3.408, -1.860, 7.868], [-3.330, -0.560, 9.966], [-5.039, -0.556, 9.208], [-3.862, 4.890, 6.987], [-5.176, 3.932, 6.815], [-3.592, 3.560, 5.998], [6.819, -2.430, 0.687], [7.935, -1.320, 0.996], [8.897, -1.110, -0.073], [8.630, -0.427, -1.251], [7.551, 0.085, -1.577], [9.778, -0.436, -1.889], [10.080, 0.527, -2.886], [6.089, -2.507, 1.493], [7.201, -3.440, 0.539], [6.236, -2.109, -0.177], [8.443, -1.664, 1.897], [7.463, -0.361, 1.212], [11.055, 0.355, -3.341], [10.282, 1.496, -2.429], [9.370, 0.520, -3.713], [9.141, 1.417, 8.072], [8.402, 2.506, 7.295], [7.044, 2.019, 7.185], [6.085, 2.825, 6.833], [6.158, 4.012, 6.418], [4.893, 2.147, 6.976], [3.573, 2.687, 6.794], [8.664, 1.348, 9.049], [10.179, 1.699, 8.248], [9.069, 0.452, 7.570], [8.858, 2.577, 6.307], [8.356, 3.467, 7.806], [2.825, 2.051, 7.267], [3.424, 2.813, 5.722], [3.500, 3.654, 7.294], [3.577, -6.651, -3.961], [4.943, -6.475, -4.557], [5.104, -7.181, -5.757], [5.764, -8.355, -5.798], [6.035, -9.072, -4.798], [6.260, -8.486, -7.054], [7.302, -9.496, -7.380], [3.291, -7.702, -3.958], [2.882, -6.097, -4.592], [3.561, -6.102, -3.019], [5.797, -6.512, -3.881], [4.870, -5.481, -4.997], [7.572, -9.471, -8.436], [6.850, -10.483, -7.480], [8.143, -9.506, -6.688], [6.816, 6.688, -4.313], [5.436, 7.409, -4.111], [4.488, 6.556, -3.394], [3.862, 7.038, -2.357], [3.937, 8.233, -1.985], [2.957, 6.158, -1.948], [1.943, 6.506, -1.019], [6.785, 5.783, -4.919], [7.197, 6.448, -3.320], [7.481, 7.419, -4.774], [5.121, 7.621, -5.132], [5.602, 8.380, -3.645], [0.982, 6.754, -1.469], [2.158, 7.308, -0.312], [1.757, 5.608, -0.429], [-5.505, -8.969, 2.492], [-5.106, -7.536, 2.951], [-5.334, -7.650, 4.409], [-5.763, -9.001, 4.711], [-5.174, -9.829, 3.721], [-5.076, -9.154, 1.507], [-6.555, -9.020, 2.205], [-5.583, -6.694, 2.449], [-4.044, -7.345, 2.800], [-6.117, -6.936, 4.664], [-4.564, -7.306, 5.100], [-5.619, -10.823, 3.769], [-4.114, -9.955, 3.937], [-0.093, -0.885, 0.100], [-0.385, -1.047, 1.554], [-1.870, -0.725, 1.791], [-2.200, -0.049, 0.645], [-1.093, 0.162, -0.227], [-0.396, -1.814, -0.384], [0.944, -0.598, -0.068], [0.252, -0.302, 2.029], [-0.221, -2.073, 1.884], [-2.011, -0.174, 2.722], [-2.482, -1.622, 1.694], [-0.626, 1.100, 0.072], [-1.329, 0.360, -1.272], [-2.723, 6.134, -6.857], [-2.830, 6.125, -8.377], [-2.645, 4.696, -8.715], [-2.958, 3.964, -7.516], [-3.443, 4.859, -6.576], [-3.150, 6.987, -6.330], [-1.669, 5.948, -6.650], [-2.066, 6.727, -8.870], [-3.821, 6.501, -8.630], [-1.610, 4.421, -8.917], [-3.406, 4.584, -9.487], [-3.200, 4.555, -5.558], [-4.513, 5.001, -6.724], [-6.983, -1.226, -4.148], [-5.770, -2.113, -3.821], [-6.028, -3.370, -4.709], [-6.782, -2.798, -5.829], [-7.002, -1.361, -5.700], [-6.634, -0.227, -3.886], [-7.925, -1.487, -3.666], [-5.849, -2.542, -2.822], [-4.779, -1.660, -3.798], [-6.631, -4.051, -4.108], [-5.046, -3.756, -4.985], [-8.035, -1.192, -6.003], [-6.306, -0.705, -6.222], [-9.479, 2.702, 1.116], [-9.115, 3.758, 0.106], [-8.085, 4.739, 0.738], [-7.806, 4.061, 1.946], [-8.120, 2.633, 1.848], [-9.795, 1.730, 0.736], [-10.232, 3.164, 1.755], [-10.032, 4.245, -0.225], [-8.532, 3.363, -0.726], [-8.463, 5.750, 0.891], [-7.173, 4.677, 0.144], [-8.134, 2.251, 2.868], [-7.403, 2.010, 1.313]],
  "atomic_forces_ev_per_a": [[-0.2, -1.5, -0.8], [0.2, 1.5, -1.3], [-0.9, 1.3, 0.2], [-1.0, -2.9, -1.1], [2.8, 1.2, 1.9], [0.3, -0.8, 0.6], [-1.6, 2.4, -1.3], [-0.1, 0.1, 0.2], [0.1, 0.4, 0.0], [0.3, -0.2, 0.1], [-0.6, 0.0, 0.2], [0.1, 0.1, 0.6], [0.7, 0.0, 1.0], [-0.1, -0.7, -0.6], [-0.1, -1.0, 0.3], [0.6, 1.4, -0.2], [-1.8, -0.9, -0.9], [-0.3, -0.1, -0.5], [-2.7, 0.4, 1.6], [2.7, -1.2, 0.7], [0.9, -0.2, -0.4], [0.4, 0.6, -0.6], [0.2, 0.3, 0.3], [0.3, 0.2, -0.1], [0.2, -0.1, -0.2], [0.6, 0.3, -0.4], [-0.1, -0.1, 0.0], [0.0, -1.0, 0.3], [-0.9, 0.2, 0.1], [-0.3, 0.3, 0.4], [-0.5, 0.7, 0.4], [0.2, -0.6, 0.0], [0.3, -0.5, 0.1], [-2.6, 3.7, -1.5], [0.1, -3.7, 1.4], [1.2, -0.7, 0.5], [1.0, 1.2, -0.2], [0.1, -0.3, 0.1], [0.0, -0.1, -0.2], [0.1, 0.1, 0.0], [-0.3, 0.4, -0.1], [0.3, 0.0, -0.1], [0.5, -0.4, -0.2], [-0.4, 0.0, 0.1], [0.1, 0.1, -0.2], [-0.2, 0.1, -0.2], [-0.5, 1.7, -0.3], [0.6, -2.0, -1.4], [2.3, -1.1, 2.7], [-1.1, 2.1, -3.4], [0.5, -0.7, 0.0], [-1.6, -0.7, 0.1], [-0.1, 0.1, 0.7], [-0.2, -0.3, -0.1], [-0.2, -0.6, 0.4], [-0.1, -0.5, -0.1], [0.7, 0.4, 0.5], [0.3, 1.6, 0.1], [-0.3, -0.2, 1.2], [-0.3, 0.3, -0.1], [-1.1, 0.6, 1.1], [1.5, -0.6, -0.7], [1.4, -0.3, -1.2], [-1.5, 4.7, 0.5], [0.0, -3.2, -0.2], [0.3, -0.4, 0.0], [-0.6, -0.1, 1.1], [-0.3, 0.1, 0.0], [0.3, -0.1, -0.1], [0.0, -0.1, 0.0], [-1.0, -0.2, 0.2], [-0.3, -0.4, 0.5], [0.3, 0.1, -0.7], [0.6, 0.1, -0.4], [0.2, 0.0, -0.1], [0.5, 0.5, -1.6], [1.2, -0.8, -0.8], [-1.7, 0.7, 1.9], [0.3, 0.7, 0.7], [-0.6, 0.7, -0.5], [0.8, -0.5, 0.2], [-0.3, 0.0, 0.8], [-0.5, -0.3, 0.1], [0.2, -0.4, -0.4], [-0.7, -0.5, 0.3], [0.8, -0.5, -0.3], [-0.3, 0.2, -0.1], [0.3, 0.1, -0.3], [-0.8, -1.3, -0.6], [0.4, -0.6, 1.7], [1.4, -1.2, -0.7], [-1.6, 2.0, -2.5], [0.5, 2.0, 0.6], [0.5, -0.1, -0.5], [-0.2, -0.2, -0.3], [0.0, -0.3, 0.8], [0.6, 0.2, 0.4], [-0.3, 0.1, -0.1], [0.0, -0.3, 1.1], [0.1, 0.5, 0.1], [-0.7, -0.7, 0.1], [0.5, 0.2, -0.6], [0.5, 2.1, 0.7], [-0.5, -0.5, 0.4], [0.1, -1.1, -0.7], [-0.3, 0.4, 1.0], [0.3, 0.1, -0.1], [0.1, 0.4, 0.6], [-0.2, 0.3, 0.0], [0.0, -0.1, -0.4], [-0.3, 0.0, -0.8], [0.5, -1.3, -0.4], [-0.3, -0.6, -0.1], [-0.4, 0.0, 0.4], [2.4, 1.3, -1.0], [-1.3, -2.0, 1.4], [0.4, 3.1, -0.2], [0.6, -0.5, -0.5], [-1.3, -1.7, 2.3], [-0.7, 0.3, 0.2], [0.2, -0.1, -0.1], [-0.1, 0.4, 0.5], [-0.2, 0.2, -0.9], [-0.1, -0.3, -0.6], [-0.4, -0.5, -0.5], [0.2, 0.1, -0.6], [0.2, -0.3, 0.0], [1.4, 0.1, 0.8], [-0.2, 0.8, -1.7], [-0.7, -2.3, 0.1], [0.9, -0.7, 1.4], [-1.1, 1.4, 0.5], [-0.1, 0.2, -0.2], [0.0, -0.5, 0.3], [0.2, 0.1, -0.5], [-0.7, -0.4, -0.4], [0.3, -0.1, 0.3], [0.0, 0.8, -0.3], [-0.2, 0.2, 0.0], [0.3, 0.4, -0.4]],
  "lowdin_charge": [-0.09, -0.18, -0.01, -0.52, 0.09, 0.01, -0.09, 0.09, 0.08, 0.08, 0.13, 0.13, 0.09, 0.10, 0.10, -0.06, -0.16, -0.01, -0.54, 0.10, 0.00, -0.04, 0.06, 0.07, 0.06, 0.11, 0.11, 0.09, 0.10, 0.10, -0.06, -0.18, 0.03, -0.54, 0.07, -0.04, -0.04, 0.08, 0.08, 0.08, 0.13, 0.13, 0.09, 0.09, 0.09, -0.06, -0.25, 0.01, -0.51, 0.07, -0.02, -0.01, 0.09, 0.08, 0.08, 0.13, 0.12, 0.09, 0.08, 0.10, -0.06, -0.17, 0.05, -0.58, 0.06, 0.01, -0.05, 0.07, 0.07, 0.07, 0.12, 0.11, 0.09, 0.09, 0.09, -0.15, -0.18, -0.22, -0.14, -0.20, 0.10, 0.11, 0.11, 0.11, 0.11, 0.12, 0.12, 0.12, -0.19, -0.18, -0.22, -0.13, -0.21, 0.12, 0.12, 0.11, 0.11, 0.12, 0.12, 0.11, 0.13, -0.17, -0.20, -0.20, -0.13, -0.27, 0.12, 0.12, 0.12, 0.11, 0.13, 0.12, 0.13, 0.12, -0.16, -0.19, -0.17, -0.17, -0.17, 0.10, 0.11, 0.10, 0.11, 0.11, 0.11, 0.11, 0.11, -0.17, -0.19, -0.19, -0.17, -0.17, 0.11, 0.11, 0.10, 0.10, 0.12, 0.11, 0.12, 0.11],
  "molar_mass_g_mol": 881.06,
  "multiplicity": 1,
  "orbital_gap_ev": 9.74,
  "smiles": "CCOC(=O)OC.CCOC(=O)OC.CCOC(=O)OC.CCOC(=O)OC.CCOC(=O)OC.C1CCOC1.C1CCOC1.C1CCOC1.C1CCOC1.C1CCOC1"
}

=====

Entry 2:
{
  "formula": "C12H12BCl3GeN6S4Se3TeV",
  "method": "wB97M-V/def2-TZVPD",
  "symbols": ["V", "C", "N", "C", "C", "N", "B", "N", "C", "C", "N", "C", "C", "S", "C", "S", "H", "H", "H", "H", "H", "H", "H", "H", "H", "H", "H", "H", "S", "C", "C", "N", "C", "S", "C", "N", "Se", "Se", "Te", "Se", "Cl", "Ge", "Cl", "Cl"],
  "positions_angstrom": [[-1.315, 1.143, 0.288], [-2.297, -2.698, 2.783], [-0.872, -2.563, 2.521], [0.121, -2.867, 3.438], [1.289, -2.695, 2.798], [1.020, -2.294, 1.496], [2.188, -2.317, 0.456], [2.014, -1.378, -0.801], [2.538, -1.750, -2.027], [2.667, -0.643, -2.783], [2.203, 0.411, -2.012], [2.355, 1.818, -2.368], [1.772, -0.057, -0.810], [1.069, 0.874, 0.477], [-0.319, -2.223, 1.322], [-1.211, -1.752, -0.060], [-2.506, -3.715, 3.127], [-2.832, -2.503, 1.864], [-2.621, -1.976, 3.526], [-0.099, -3.126, 4.463], [2.303, -2.797, 3.153], [2.324, -3.457, 0.015], [3.183, -1.943, 1.057], [2.770, -2.780, -2.245], [3.015, -0.500, -3.795], [2.002, 1.987, -3.378], [3.404, 2.103, -2.299], [1.782, 2.412, -1.668], [-1.430, 3.356, -0.402], [-1.280, 3.338, -2.107], [-1.250, 4.639, -2.774], [-1.226, 5.661, -3.297], [-1.167, 2.223, -2.863], [-1.196, 0.623, -2.122], [-0.934, 2.282, -4.286], [-0.697, 2.309, -5.415], [-2.737, 0.447, 2.041], [-4.936, 0.106, 2.343], [-4.724, -1.139, -1.338], [-3.226, 0.791, -1.058], [0.119, 0.908, 4.009], [-0.511, 2.401, 2.443], [-1.971, 3.570, 3.646], [1.216, 3.774, 2.640]],
  "atomic_forces_ev_per_a": [[1.5, -1.0, -0.3], [0.2, -0.2, 0.1], [-0.3, -0.2, 0.2], [-0.5, 0.1, -0.2], [0.2, 0.2, -0.5], [0.2, -0.2, -0.1], [-0.1, -0.1, 0.0], [0.0, -0.2, 0.2], [-0.1, 0.0, 0.4], [-0.1, 0.4, 0.1], [0.0, 0.4, -0.1], [-0.1, -0.3, 0.1], [0.0, -0.3, -0.3], [1.2, -0.1, -0.2], [0.4, 0.1, 0.6], [0.2, -0.2, 0.1], [0.0, 0.0, 0.0], [-0.1, 0.0, -0.2], [0.0, 0.0, 0.1], [0.0, 0.1, -0.2], [-0.1, 0.0, -0.1], [0.0, 0.3, 0.1], [-0.1, -0.1, -0.1], [0.0, 0.1, 0.1], [0.0, 0.0, 0.1], [-0.1, 0.0, -0.2], [0.1, 0.0, 0.0], [-0.1, 0.1, 0.1], [0.0, 1.2, -0.2], [0.0, 1.0, 0.1], [-0.1, -0.8, 0.4], [0.0, 0.2, -0.1], [0.3, -0.5, -1.0], [-0.1, 0.1, -0.5], [-0.1, 0.0, 0.5], [0.0, 0.0, 0.1], [-0.7, -0.5, 1.9], [-0.1, 0.2, -0.3], [0.0, -0.2, 0.0], [-1.6, 0.2, -1.3], [0.0, 0.1, 0.0], [-0.1, -0.1, 0.9], [0.0, 0.1, -0.1], [0.1, 0.1, -0.1]],
  "nbo_charge": [-0.17, -0.42, -0.36, -0.08, -0.05, -0.51, 0.22, -0.48, -0.03, -0.11, -0.35, -0.41, 0.33, -0.15, 0.30, -0.26, 0.18, 0.26, 0.23, 0.21, 0.22, -0.07, -0.06, 0.23, 0.22, 0.21, 0.20, 0.25, 0.00, -0.24, 0.29, -0.33, -0.40, 0.18, 0.29, -0.36, -0.09, -0.26, -0.34, 0.15, -0.50, 1.04, -0.48, -0.48],
  "total_charge": -2,
  "molar_mass_g_mol": 973.74,
  "multiplicity": 4,
  "orbital_gap_ev": [5.76, 5.62]
}

=====

Entry 3:
{
  "formula": "C3H2Br2P2",
  "method": "wB97M-V/def2-TZVPD",
  "symbols": ["C", "C", "C", "P", "P", "Br", "Br", "H", "H"],
  "positions_angstrom": [[-1.746, -0.712, -0.813], [-1.726, -1.281, 0.403], [-2.077, -0.368, 1.502], [-1.883, 1.075, -0.775], [-0.860, 1.028, 1.345], [-1.717, -3.152, 0.928], [-3.755, 1.725, -0.853], [-1.675, -1.324, -1.650], [-1.534, 2.174, 1.798]],
  "atomic_forces_ev_per_a": [[-0.5, -0.6, 1.0], [-2.1, 0.5, 2.5], [2.7, -0.1, -0.5], [7.2, -0.7, -0.2], [-2.1, -0.6, -0.8], [0.2, 0.8, -0.7], [-5.2, 1.3, 0.3], [0.2, -0.6, -1.8], [-0.4, 0.1, 0.2]],
  "nbo_charge": [-0.56, -0.19, -0.21, 0.44, 0.33, 0.07, -0.09, 0.24, -0.03],
  "molar_mass_g_mol": 259.81,
  "multiplicity": 3,
  "orbital_gap_ev": [7.91, 6.81]
}